# 1
The following is a DFT calculation (ωB97M-V/def2-TZVPD) of C35H75MnN2O2Sb2Si6 as an isolated structure.

ORCA input file:
```
! wB97M-V def2-TZVPD RIJCOSX def2/J DEFGRID3
* xyz 1 6
Mn -0.157 0.689 -0.201
C 3.285 0.114 -0.472
O 2.183 1.018 -0.404
C 2.598 2.381 -0.368
C 1.491 3.212 -0.957
O 0.279 2.922 -0.257
C -0.038 3.902 0.737
H 3.901 0.341 -1.344
H 2.887 -0.889 -0.574
H 3.891 0.184 0.435
H 3.515 2.508 -0.949
H 2.797 2.668 0.667
H 1.332 2.956 -2.005
H 1.722 4.276 -0.891
H -0.336 4.830 0.246
H 0.819 4.083 1.384
H -0.863 3.525 1.328
C -3.566 -0.802 -4.009
Sb -1.620 0.064 -3.584
C -1.918 0.540 -1.523
C -2.363 -0.510 -0.591
C -2.915 -1.763 -0.913
C -3.218 -2.663 0.084
C -2.967 -2.339 1.418
C -2.370 -1.125 1.667
N -2.061 -0.245 0.708
Si -2.911 2.127 -1.470
C -2.038 3.474 -2.449
C -3.249 2.705 0.291
C -4.612 1.925 -2.242
C -0.253 -1.710 -3.494
C 0.056 -2.275 -2.132
C 0.064 -3.666 -1.929
C 0.418 -4.228 -0.724
C 0.774 -3.393 0.323
C 0.745 -2.042 0.071
N 0.411 -1.471 -1.099
Si -0.905 -3.020 -4.743
C -2.247 -4.115 -3.981
C -1.625 -2.250 -6.290
C 0.454 -4.182 -5.339
Si 1.397 -0.997 -4.181
C 2.810 -2.095 -3.623
C 1.449 -0.805 -6.040
C 1.706 0.741 -3.544
H -4.247 -0.561 -3.197
H -3.561 -1.876 -4.163
H -3.926 -0.326 -4.921
H -3.106 -2.014 -1.944
H -3.650 -3.624 -0.172
H -3.198 -3.019 2.226
H -2.097 -0.836 2.677
H -0.962 3.480 -2.272
H -2.434 4.454 -2.164
H -2.196 3.363 -3.523
H -3.259 3.798 0.342
H -2.532 2.323 1.016
H -4.233 2.352 0.612
H -4.568 1.742 -3.319
H -5.207 2.831 -2.091
H -5.156 1.095 -1.781
H -0.210 -4.327 -2.735
H 0.418 -5.305 -0.605
H 1.062 -3.767 1.296
H 1.016 -1.357 0.872
H -3.186 -4.007 -4.528
H -2.451 -3.922 -2.926
H -1.952 -5.165 -4.066
H -2.452 -1.565 -6.105
H -2.028 -3.078 -6.884
H -0.892 -1.737 -6.909
H 0.998 -4.686 -4.539
H 1.191 -3.678 -5.967
H -0.012 -4.958 -5.954
H 2.714 -3.118 -3.992
H 2.879 -2.143 -2.533
H 3.755 -1.694 -4.000
H 1.414 -1.730 -6.612
H 2.398 -0.309 -6.273
H 0.650 -0.145 -6.388
H 1.267 0.879 -2.560
H 1.280 1.487 -4.217
H 2.782 0.928 -3.463
C 1.694 -1.361 5.796
Si 1.353 -1.376 3.962
C -0.046 -2.589 3.698
C 2.893 -2.010 3.093
Sb 0.733 0.897 2.885
Si -1.026 1.827 4.538
C -0.701 3.662 4.709
C -2.759 1.547 3.879
C -0.912 1.022 6.219
Si 2.773 2.235 3.774
C 4.374 1.534 3.094
C 2.718 4.042 3.268
C 2.861 2.180 5.643
H 1.977 -2.386 6.062
H 0.811 -1.103 6.380
H 2.511 -0.708 6.094
H 0.309 -3.576 4.013
H -0.389 -2.666 2.666
H -0.907 -2.338 4.324
H 2.986 -3.084 3.286
H 3.795 -1.537 3.485
H 2.881 -1.866 2.011
H -0.684 4.180 3.748
H 0.241 3.861 5.224
H -1.506 4.102 5.306
H -2.811 1.274 2.826
H -3.342 2.463 4.005
H -3.250 0.760 4.458
H 0.070 1.092 6.687
H -1.198 -0.032 6.171
H -1.633 1.525 6.872
H 4.539 1.804 2.049
H 4.449 0.450 3.183
H 5.197 1.969 3.672
H 2.961 4.190 2.213
H 3.495 4.553 3.845
H 1.773 4.542 3.482
H 3.338 1.262 5.985
H 1.891 2.265 6.135
H 3.482 3.015 5.983
*
```

Results
HOMO-LUMO gap (alpha / beta) in eV: 7.7 / 8.2
Max |F| in eV/Å: 0.27
LUMO (alpha / beta) in eV: -1.800 / -1.885
HOMO level (alpha / beta) in eV: -9.54 / -10.06

---

# 2
The following is a DFT calculation (ωB97M-V/def2-TZVPD) of a 3-piece molecular cluster, C35H76BBr2INO9P2 overall in a non-equilibrium geometry.

ORCA input file:
```
! wB97M-V def2-TZVPD RIJCOSX def2/J DEFGRID3
* xyz -1 1
C -6.321 -6.269 0.510
C -5.189 -5.633 -0.336
C -4.518 -4.442 0.369
I -3.072 -5.298 1.776
B -3.903 -3.216 -0.543
C -2.608 -3.762 -1.431
C -2.926 -4.561 -2.726
C -2.007 -5.763 -2.985
C -2.053 -6.868 -1.951
N -1.063 -7.911 -2.339
C -3.235 -2.069 0.448
C -4.215 -1.313 1.361
C -3.516 -0.781 2.612
C -2.342 0.141 2.291
C -2.654 1.218 1.245
C -1.602 2.334 1.213
C -0.362 1.925 0.392
C 0.859 1.604 1.266
C 2.167 1.567 0.449
C 3.093 0.442 0.951
C 2.734 -0.886 0.280
C 3.638 -2.046 0.746
O 2.916 -3.106 1.343
C 2.517 -2.806 2.660
C -4.891 -2.369 -1.549
Br -3.907 -1.300 -2.841
C -6.204 -2.171 -1.671
C -6.929 -1.310 -2.674
Br -7.404 -3.005 -0.427
H -6.346 -7.353 0.383
H -7.296 -5.918 0.166
H -6.243 -6.005 1.565
H -4.470 -6.427 -0.521
H -5.654 -5.273 -1.255
H -5.236 -4.052 1.090
H -1.997 -4.429 -0.814
H -1.938 -2.931 -1.680
H -2.716 -3.874 -3.554
H -3.986 -4.814 -2.821
H -0.987 -5.359 -3.049
H -2.224 -6.186 -3.972
H -3.017 -7.378 -1.948
H -1.785 -6.500 -0.960
H -0.179 -7.468 -2.564
H -0.904 -8.537 -1.559
H -2.833 -1.322 -0.253
H -2.361 -2.451 0.986
H -5.114 -1.884 1.606
H -4.557 -0.431 0.805
H -4.215 -0.296 3.302
H -3.117 -1.657 3.140
H -1.497 -0.457 1.932
H -1.998 0.657 3.193
H -2.754 0.793 0.244
H -3.639 1.640 1.479
H -2.052 3.215 0.751
H -1.309 2.568 2.239
H -0.062 2.745 -0.265
H -0.558 1.020 -0.190
H 0.729 0.610 1.704
H 0.973 2.342 2.064
H 1.922 1.365 -0.599
H 2.690 2.525 0.503
H 4.146 0.681 0.789
H 2.896 0.330 2.023
H 2.858 -0.767 -0.800
H 1.694 -1.155 0.479
H 4.380 -1.655 1.456
H 4.161 -2.481 -0.105
H 3.389 -2.612 3.299
H 1.976 -3.666 3.049
H 1.848 -1.938 2.697
H -6.698 -0.257 -2.504
H -6.659 -1.589 -3.691
H -8.005 -1.411 -2.548
O 1.784 5.679 3.589
P 3.063 5.959 4.240
O 4.079 4.732 4.164
C 4.374 4.144 2.888
C 5.269 5.027 2.041
O 2.808 5.919 5.836
C 1.509 6.183 6.373
C 0.898 4.910 6.914
O 3.967 7.244 4.156
C 4.788 7.744 5.221
C 6.027 6.913 5.462
H 3.443 3.922 2.363
H 4.872 3.197 3.093
H 4.771 5.963 1.782
H 5.538 4.515 1.116
H 6.182 5.282 2.581
H 0.860 6.633 5.621
H 1.641 6.912 7.177
H 0.866 4.143 6.139
H -0.116 5.088 7.272
H 1.497 4.520 7.738
H 4.207 7.871 6.132
H 5.077 8.745 4.900
H 5.783 5.960 5.931
H 6.699 7.456 6.128
H 6.546 6.708 4.526
O 1.162 2.692 -4.474
P 1.371 1.298 -4.869
O 1.568 0.315 -3.640
C 0.580 0.277 -2.587
C -0.697 -0.413 -3.015
O 2.884 1.200 -5.454
C 3.528 2.350 -5.996
C 4.628 2.818 -5.068
O 0.620 0.459 -5.962
C 1.205 -0.574 -6.768
C 1.463 -1.851 -6.003
H 0.379 1.294 -2.242
H 1.043 -0.264 -1.763
H -1.199 0.144 -3.810
H -1.382 -0.501 -2.175
H -0.487 -1.412 -3.397
H 2.811 3.151 -6.178
H 3.948 2.054 -6.961
H 4.229 3.009 -4.072
H 5.090 3.733 -5.444
H 5.398 2.051 -4.973
H 2.103 -0.214 -7.268
H 0.471 -0.760 -7.552
H 2.300 -1.741 -5.314
H 1.705 -2.648 -6.708
H 0.586 -2.143 -5.427
*
```

Results
HOMO-LUMO gap in eV: 7.1
Max |F| in eV/Å: 4.01
LUMO in eV: 1.913
HOMO level in eV: -5.22

---

# 3
The following is a DFT calculation (ωB97M-V/def2-TZVPD) of a 13-piece molecular cluster, C35H77BrFN15O28P3S2 overall in a non-equilibrium geometry.

ORCA input file:
```
! wB97M-V def2-TZVPD RIJCOSX def2/J DEFGRID3
* xyz 1 1
C 0.509 3.296 1.894
C 0.091 2.416 0.612
C 1.319 1.758 -0.193
C 2.199 0.713 0.681
N 1.328 -0.475 0.950
C 1.149 -0.765 2.407
C -0.375 -1.333 2.596
C -1.239 -0.134 3.227
C -2.838 -0.259 2.992
C -3.274 -1.719 2.444
C -3.301 -1.894 0.868
P -2.790 -0.401 -0.231
C -1.906 -0.974 -1.801
C -4.456 0.469 -0.653
C -5.473 -0.448 -1.488
C -3.707 -3.279 0.296
C -3.746 -3.625 -1.255
O -2.708 -4.154 -1.739
O -4.843 -3.436 -2.155
F -5.933 -4.175 -1.800
C -4.055 -4.419 1.304
P -4.488 -6.130 0.623
N -3.091 -6.767 0.086
C -4.012 -4.138 2.857
P -4.432 -5.638 3.942
O -3.043 -5.913 4.951
Br -6.107 -5.218 5.394
N -3.632 -2.801 3.359
C -3.565 -2.542 4.824
O -4.597 -1.688 5.352
C -5.800 -1.661 4.545
C 1.712 -1.660 0.173
S 1.925 -1.467 -1.505
S 1.949 -3.362 0.842
C 1.216 -4.635 -0.314
C 2.234 -5.852 -0.648
C 2.361 -6.122 -2.255
H 1.363 2.866 2.519
H 0.766 4.380 1.608
H -0.426 3.355 2.575
H -0.426 3.144 -0.129
H -0.726 1.632 0.862
H 0.847 1.150 -1.059
H 1.953 2.568 -0.699
H 3.186 0.471 0.148
H 2.503 1.288 1.641
H 1.941 -1.444 2.872
H 1.193 0.227 3.004
H -0.305 -2.161 3.379
H -0.699 -1.674 1.558
H -0.858 0.896 2.897
H -1.060 -0.174 4.372
H -3.229 0.588 2.306
H -3.322 -0.029 4.020
H -1.448 -0.076 -2.346
H -2.720 -1.393 -2.511
H -1.154 -1.819 -1.639
H -4.304 1.497 -1.127
H -4.950 0.649 0.381
H -5.661 -1.411 -0.869
H -6.496 0.085 -1.525
H -5.083 -0.763 -2.512
H -5.375 -6.116 -0.500
H -4.993 -7.040 1.606
H -2.336 -6.079 0.250
H -3.277 -5.710 5.896
H -2.562 -1.989 5.007
H -3.518 -3.477 5.477
H -6.630 -1.141 5.150
H -5.590 -0.949 3.653
H -6.115 -2.656 4.088
H 0.266 -5.138 0.119
H 0.937 -4.135 -1.305
H 1.889 -6.854 -0.180
H 3.271 -5.652 -0.176
H 3.431 -5.947 -2.613
H 2.085 -7.212 -2.495
H 1.631 -5.467 -2.861
C 4.805 1.205 -3.833
N 5.232 0.504 -2.594
O 4.883 0.988 -1.524
O 5.901 -0.506 -2.732
H 4.223 2.076 -3.560
H 5.707 1.496 -4.372
H 4.202 0.507 -4.416
C 0.497 1.989 -4.401
N 1.814 1.522 -3.894
O 2.300 2.131 -2.953
O 2.318 0.559 -4.456
H 0.177 2.842 -3.809
H 0.628 2.271 -5.446
H -0.206 1.162 -4.299
C -2.375 5.665 -4.949
N -1.341 4.598 -4.988
O -1.312 3.806 -4.051
O -0.595 4.588 -5.951
H -2.962 5.550 -4.040
H -1.858 6.625 -4.956
H -3.003 5.548 -5.832
C 5.539 5.316 -3.877
N 4.313 4.785 -4.527
O 3.303 5.466 -4.466
O 4.406 3.699 -5.077
H 5.309 6.281 -3.431
H 5.841 4.600 -3.114
H 6.302 5.420 -4.648
C 0.007 -6.782 5.135
N 1.062 -6.113 4.330
O 0.750 -5.096 3.726
O 2.166 -6.630 4.330
H -0.917 -6.215 5.041
H -0.118 -7.790 4.743
H 0.345 -6.800 6.170
C 2.804 8.455 -5.826
N 1.609 9.317 -5.625
O 1.800 10.512 -5.464
O 0.519 8.764 -5.637
H 3.699 9.078 -5.792
H 2.816 7.719 -5.023
H 2.704 7.977 -6.800
C 7.127 10.705 -6.679
N 6.296 9.497 -6.432
O 6.473 8.535 -7.161
O 5.493 9.558 -5.512
H 7.790 10.508 -7.520
H 6.450 11.528 -6.905
H 7.700 10.900 -5.773
C 0.500 -10.339 8.091
N -0.226 -9.406 7.190
O -0.357 -9.744 6.021
O -0.640 -8.366 7.690
H 0.807 -11.213 7.518
H 1.368 -9.810 8.482
H -0.184 -10.623 8.890
C -1.207 6.277 0.581
N -1.985 6.006 -0.654
O -1.368 5.974 -1.705
O -3.187 5.834 -0.525
H -0.159 6.407 0.315
H -1.607 7.186 1.030
H -1.334 5.420 1.242
C -9.692 -1.782 2.922
N -8.622 -1.106 2.142
O -8.923 -0.089 1.542
O -7.513 -1.623 2.159
H -10.615 -1.215 2.816
H -9.807 -2.787 2.519
H -9.372 -1.807 3.964
C 5.258 -3.801 1.860
N 6.420 -4.689 1.593
O 6.321 -5.478 0.667
O 7.390 -4.562 2.323
H 4.473 -4.023 1.139
H 4.917 -4.003 2.876
H 5.599 -2.772 1.754
C 5.254 5.005 0.731
N 4.527 5.953 -0.154
O 4.396 5.638 -1.327
O 4.113 6.979 0.359
H 5.562 4.142 0.143
H 6.121 5.529 1.132
H 4.570 4.707 1.525
*
```

Results
HOMO-LUMO gap in eV: 4.7
Max |F| in eV/Å: 5.84
LUMO in eV: -5.085
HOMO level in eV: -9.82